Record 1
Density functional theory data (ωB97M-V/def2-TZVPD) for one molecule with the formula C4H7I.

```
12
C4H7I ωB97M-V/def2-TZVPD
C -0.109 1.648 0.044
C 0.016 0.280 0.037
C -1.270 -0.485 -0.214
C 1.189 -0.868 0.223
I 3.161 -0.054 -0.028
H 0.736 2.299 0.172
H -1.074 2.088 -0.090
H -1.215 -1.507 0.150
H -1.482 -0.524 -1.284
H -2.108 0.010 0.267
H 1.122 -1.245 1.236
H 1.033 -1.642 -0.514
```

Computed properties:
* highest occupied orbital energy: -9.35 eV
* relative energy (zero: lowest compared OMol25 entry of this formula, charge and spin): 0.0 kcal per mole
* frontier orbital gap: 9.87 eV

Record 2
Density functional theory data (ωB97M-V/def2-TZVPD) for C37H46N7PdS as an isolated structure.

```
92
C37H46N7PdS ωB97M-V/def2-TZVPD
Pd -0.313 0.353 0.180
C 1.830 -1.750 3.072
C 1.605 -2.692 1.923
C 2.533 -3.678 1.615
C 2.291 -4.591 0.600
C 1.091 -4.550 -0.089
C 0.125 -3.589 0.196
C -1.213 -3.650 -0.484
C 0.424 -2.646 1.180
N -0.461 -1.549 1.405
C -1.521 -1.668 2.103
C -1.947 -2.920 2.804
C -2.412 -0.449 2.213
C -3.614 -0.532 3.100
N -2.083 0.579 1.533
C -2.847 1.783 1.560
C -2.629 2.706 2.586
C -1.745 2.384 3.755
C -3.303 3.920 2.520
C -4.176 4.198 1.480
C -4.399 3.249 0.494
C -3.741 2.024 0.515
C -4.032 0.977 -0.524
H 2.878 -1.760 3.374
H 1.247 -2.061 3.943
H 1.532 -0.728 2.830
H 3.454 -3.727 2.182
H 3.030 -5.343 0.359
H 0.882 -5.283 -0.858
H -1.124 -4.123 -1.460
H -1.659 -2.668 -0.629
H -1.901 -4.259 0.108
H -1.197 -3.700 2.696
H -2.890 -3.280 2.389
H -2.114 -2.729 3.864
H -4.244 -1.371 2.804
H -4.199 0.384 3.054
H -3.312 -0.707 4.133
H -0.796 1.948 3.450
H -2.234 1.673 4.425
H -1.534 3.282 4.331
H -3.141 4.650 3.302
H -4.691 5.147 1.444
H -5.098 3.453 -0.306
H -4.447 1.437 -1.420
H -4.777 0.270 -0.150
H -3.148 0.397 -0.802
N -1.290 -0.562 -1.454
C -0.549 -0.732 -2.457
C 0.870 -0.249 -2.457
C 1.331 0.608 -3.457
C 2.609 1.140 -3.391
C 3.449 0.816 -2.328
C 3.005 -0.047 -1.339
C 1.721 -0.580 -1.403
C -1.060 -1.420 -3.681
C -2.424 -1.403 -3.963
C -2.919 -2.086 -5.060
C -2.057 -2.801 -5.882
C -0.699 -2.827 -5.605
C -0.201 -2.134 -4.511
H 0.680 0.855 -4.286
H 2.958 1.800 -4.175
H 4.452 1.220 -2.290
H 3.660 -0.330 -0.526
H 1.426 -1.347 -0.684
H -3.084 -0.851 -3.307
H -3.977 -2.062 -5.277
H -2.445 -3.335 -6.739
H -0.026 -3.386 -6.240
H 0.860 -2.160 -4.297
S 1.271 1.681 1.848
C 2.865 1.956 1.322
N 3.886 1.228 1.785
C 5.288 1.520 1.509
C 5.434 2.983 1.123
C 4.448 3.310 0.012
N 3.113 2.905 0.422
H 3.644 0.541 2.482
H 5.653 0.872 0.705
H 5.864 1.293 2.406
H 6.452 3.179 0.790
H 5.232 3.615 1.989
H 4.729 2.792 -0.911
H 4.429 4.379 -0.199
H 2.295 3.404 0.095
N 0.582 3.171 -1.231
N -0.572 2.413 -0.840
H 0.290 4.017 -1.718
H 1.108 2.599 -1.887
H -1.236 2.289 -1.606
H -1.046 2.916 -0.090
```

Computed properties:
* highest occupied orbital energy (alpha / beta): -9.46 / -9.97 eV
* <S²>: 2.0120
* spin multiplicity: 3
* total charge: +1
* frontier orbital gap (alpha / beta): 6.72 / 6.94 eV

Record 3
Density functional theory data (ωB97M-V/def2-TZVPD) for a 3-piece molecular cluster, CH10N3O2 overall.

```
16
CH10N3O2 ωB97M-V/def2-TZVPD
N 1.176 1.225 -0.275
C 1.630 -0.060 -0.084
N 0.977 -1.041 0.652
N 2.961 -0.277 -0.419
H 0.223 1.463 -0.087
H 1.651 1.838 -0.938
H 1.208 -2.068 0.540
H -0.002 -0.820 0.874
H 3.531 0.572 -0.248
H 3.375 -1.152 -0.046
H -2.021 0.027 0.465
H -1.575 1.460 0.407
O -1.348 0.591 0.773
H -4.155 -0.851 0.176
H -4.088 -0.382 -1.283
O -3.542 -0.522 -0.505
```

Computed properties:
* highest occupied orbital energy (alpha / beta): -3.18 / -8.84 eV
* <S²>: 0.7537
* spin multiplicity: 2
* relative energy (zero: lowest compared OMol25 entry of this formula, charge and spin): 13.8 kcal per mole
* frontier orbital gap (alpha / beta): 3.46 / 9.12 eV

Record 4
Density functional theory data (ωB97M-V/def2-TZVPD) for a 2-piece molecular cluster, C9H14ClN3 overall.

```
27
C9H14ClN3 ωB97M-V/def2-TZVPD
C -2.602 -1.884 1.368
C -1.345 -1.792 0.874
C -3.677 -1.271 0.768
C -2.105 -0.107 -0.680
C -1.039 -0.787 -0.069
C -3.349 -0.196 -0.127
C 2.421 1.452 0.643
C 0.562 0.438 -1.516
C 1.223 -1.420 -0.264
N 1.757 2.446 0.374
N 3.584 1.206 0.306
N 0.217 -0.709 -0.621
Cl -4.587 0.663 -0.925
H -2.608 -2.563 2.223
H -0.492 -2.249 1.301
H -4.612 -1.370 1.246
H -1.979 0.723 -1.414
H 0.366 0.026 -2.527
H 0.054 1.367 -1.427
H 1.687 0.711 -1.389
H 2.175 -1.101 -0.735
H 2.020 0.765 1.547
H 1.300 -2.347 0.331
H 2.002 3.055 -0.385
H 0.994 2.810 0.962
H 3.966 1.725 -0.540
H 4.067 0.407 0.678
```

Computed properties:
* highest occupied orbital energy (alpha / beta): -15.49 / -15.49 eV
* total charge: +2
* frontier orbital gap (alpha / beta): 6.98 / 6.98 eV

Record 5
Density functional theory data (ωB97M-V/def2-TZVPD) for C2H3FS2 as an isolated structure.

```
8
C2H3FS2 ωB97M-V/def2-TZVPD
C -1.183 0.053 0.234
C -1.006 1.204 -0.259
F -2.010 -0.944 0.316
S 1.485 -1.073 0.286
S 2.079 0.779 0.112
H -0.064 -0.580 0.503
H -0.245 1.910 -0.257
H 0.943 -1.350 -0.936
```

Computed properties:
* highest occupied orbital energy (alpha / beta): -6.92 / -8.86 eV
* <S²>: 2.0142
* spin multiplicity: 3
* relative energy (zero: lowest compared OMol25 entry of this formula, charge and spin): 70.8 kcal per mole
* frontier orbital gap (alpha / beta): 7.00 / 5.37 eV

Record 6
Density functional theory data (ωB97M-V/def2-TZVPD) for a 14-piece molecular cluster, C5H38NO13 overall.

```
57
C5H38NO13 ωB97M-V/def2-TZVPD
C -0.354 0.277 0.930
C 0.577 -0.328 1.984
C 0.546 -1.836 2.045
C -1.569 -1.683 3.371
C -0.718 -2.412 2.642
N 0.379 0.341 -0.427
H -1.182 -0.422 0.760
H -0.515 1.297 1.250
H 0.336 0.126 2.949
H 1.607 -0.024 1.798
H 0.860 -2.278 1.085
H 1.364 -2.227 2.680
H -1.600 -0.656 3.682
H -2.343 -2.368 3.719
H -0.866 -3.466 2.439
H 0.281 -0.609 -0.786
H 1.331 0.709 -0.476
H -0.127 0.995 -1.032
H 1.775 3.464 -1.776
H 0.873 3.213 -3.189
O 1.208 2.887 -2.341
H 0.568 3.237 0.870
H 1.734 3.493 1.906
O 1.508 3.107 1.073
H 4.551 -1.221 0.750
H 3.126 -0.974 0.350
O 3.748 -1.687 0.570
H -3.982 -0.977 -1.345
H -3.220 -0.075 -2.220
O -4.053 -0.100 -1.691
H 3.346 1.665 0.294
H 2.764 1.479 -1.200
O 3.416 1.170 -0.566
H 3.062 -0.267 -2.395
H 1.892 -1.201 -3.145
O 2.135 -0.444 -2.630
H -0.655 4.068 -0.925
H -2.033 3.627 -0.435
O -1.186 3.992 -0.094
H -1.477 3.596 2.091
H -0.534 4.250 3.126
O -0.572 3.583 2.427
H 2.306 -4.164 -0.095
H 2.203 -3.099 -0.930
O 1.598 -3.585 -0.345
H -3.375 1.431 -1.066
H -4.353 2.644 -1.094
O -3.444 2.374 -0.856
H -1.809 -0.981 -3.134
H -1.037 -1.554 -1.949
O -1.333 -0.737 -2.327
H -2.164 -2.971 -0.459
H -2.478 -1.685 0.424
O -1.862 -2.095 -0.170
H 0.289 -3.621 -2.739
H -0.057 -3.589 -1.254
O -0.486 -3.688 -2.122
```

Computed properties:
* highest occupied orbital energy: -12.19 eV
* total charge: +1
* relative energy (zero: lowest compared OMol25 entry of this formula, charge and spin): 42.9 kcal per mole
* frontier orbital gap: 9.53 eV

Record 7
Density functional theory data (ωB97M-V/def2-TZVPD) for one molecule with the formula C19H34N2O.

```
56
C19H34N2O ωB97M-V/def2-TZVPD
C -1.304 -3.185 -0.233
C 0.035 -2.588 -0.649
C 1.014 -2.517 0.522
C 2.330 -1.826 0.139
N 2.145 -0.388 0.046
C 2.609 0.246 -1.178
C 4.145 0.341 -1.225
C 4.685 1.090 -0.010
C 4.127 0.476 1.270
C 2.592 0.365 1.211
C 1.923 1.757 1.203
C 1.108 1.984 -0.073
N -0.104 1.196 -0.031
C -1.339 1.723 -0.143
O -1.541 2.914 -0.286
C -2.468 0.704 -0.051
C -3.213 0.916 1.271
C -4.403 -0.031 1.382
C -5.354 0.167 0.206
C -4.619 -0.056 -1.112
C -3.428 0.890 -1.227
C 1.938 1.631 -1.311
H -1.993 -3.204 -1.075
H -1.172 -4.204 0.124
H -1.753 -2.603 0.569
H 0.472 -3.199 -1.442
H -0.118 -1.586 -1.058
H 1.231 -3.530 0.867
H 0.558 -1.973 1.352
H 3.094 -2.086 0.882
H 2.665 -2.221 -0.824
H 2.281 -0.387 -2.011
H 4.454 0.835 -2.148
H 4.557 -0.672 -1.234
H 4.406 2.143 -0.070
H 5.777 1.043 0.000
H 4.414 1.073 2.138
H 4.552 -0.522 1.402
H 2.256 -0.187 2.096
H 2.678 2.538 1.281
H 1.257 1.860 2.060
H 0.782 3.028 -0.132
H 0.053 0.205 0.078
H -2.059 -0.310 -0.075
H -3.558 1.951 1.311
H -2.528 0.758 2.108
H -4.930 0.148 2.322
H -4.048 -1.065 1.389
H -5.751 1.184 0.230
H -6.196 -0.525 0.285
H -5.299 0.104 -1.951
H -4.267 -1.090 -1.159
H -3.771 1.926 -1.232
H -2.896 0.710 -2.165
H 2.693 2.402 -1.459
H 1.280 1.647 -2.181
```

Computed properties:
* highest occupied orbital energy: -8.36 eV
* relative energy (zero: lowest compared OMol25 entry of this formula, charge and spin): 0.0 kcal per mole
* frontier orbital gap: 9.16 eV

Record 8
Density functional theory data (ωB97M-V/def2-TZVPD) for an isolated ion of composition C7H12ClN2 and charge +1.

```
22
C7H12ClN2 ωB97M-V/def2-TZVPD
N -2.102 0.746 -0.762
C -0.678 0.800 -1.102
C 0.064 -0.059 -0.065
N -0.756 0.029 1.174
C -0.057 -1.777 -0.514
C 0.903 -2.568 -0.055
Cl 0.844 -4.270 -0.351
C 2.053 -2.075 0.683
C 2.339 -0.778 0.773
C 1.516 0.303 0.137
H -2.587 0.020 -1.275
H -2.579 1.621 -0.939
H -0.454 0.445 -2.109
H -0.328 1.832 -1.023
H -0.433 0.760 1.813
H -0.813 -0.862 1.670
H -1.710 0.324 0.663
H -0.921 -2.040 -1.087
H 2.705 -2.812 1.122
H 3.239 -0.452 1.271
H 1.586 1.222 0.727
H 1.960 0.525 -0.840
```

Computed properties:
* highest occupied orbital energy: -12.73 eV
* total charge: +1
* relative energy (zero: lowest compared OMol25 entry of this formula, charge and spin): 0.5 kcal per mole
* frontier orbital gap: 9.57 eV

Record 9
Density functional theory data (ωB97M-V/def2-TZVPD) for C31H52GaN4P2SSb as an isolated structure.

```
92
C31H52GaN4P2SSb ωB97M-V/def2-TZVPD
Ga -0.094 0.068 0.224
C -2.613 -2.464 -2.205
C -3.153 -1.675 -1.017
C -3.703 -0.308 -1.424
P -1.926 -1.495 0.331
C -1.381 -3.169 0.874
C -2.477 -4.235 0.897
C -0.650 -3.084 2.213
C -2.773 -0.604 1.644
C -3.745 -1.180 2.467
C -4.378 -0.434 3.443
C -4.034 0.903 3.602
C -3.085 1.490 2.786
C -2.450 0.759 1.776
N -1.451 1.330 0.954
C -1.723 2.498 0.224
C -2.923 3.214 0.316
C -3.100 4.400 -0.369
C -2.097 4.932 -1.176
C -0.936 4.207 -1.339
C -0.753 2.985 -0.686
P 0.662 1.950 -1.028
C 2.152 2.896 -0.527
C 3.461 2.182 -0.855
C 2.087 3.305 0.943
C 0.803 1.551 -2.812
C -0.479 0.856 -3.260
C 1.163 2.722 -3.725
H -3.410 -2.607 -2.935
H -2.249 -3.450 -1.918
H -1.804 -1.930 -2.703
H -3.955 -2.257 -0.544
H -2.932 0.299 -1.902
H -4.097 0.245 -0.572
H -4.513 -0.443 -2.140
H -0.656 -3.468 0.101
H -3.240 -4.023 1.646
H -2.030 -5.194 1.161
H -2.963 -4.356 -0.070
H -1.347 -2.859 3.020
H 0.130 -2.323 2.212
H -0.175 -4.041 2.430
H -4.021 -2.217 2.336
H -5.132 -0.886 4.071
H -4.514 1.496 4.369
H -2.838 2.537 2.920
H -3.732 2.849 0.931
H -4.039 4.926 -0.263
H -2.232 5.879 -1.676
H -0.156 4.596 -1.982
H 2.079 3.804 -1.140
H 3.564 1.280 -0.246
H 4.301 2.838 -0.623
H 3.539 1.911 -1.908
H 2.322 2.456 1.582
H 1.110 3.703 1.224
H 2.832 4.076 1.139
H 1.625 0.824 -2.839
H -1.328 1.540 -3.215
H -0.705 -0.014 -2.634
H -0.379 0.507 -4.288
H 0.366 3.464 -3.754
H 1.294 2.352 -4.742
H 2.092 3.209 -3.430
C 5.521 -0.465 1.402
C 4.626 -1.214 2.390
C 3.246 -0.642 2.442
N 2.440 -0.605 1.448
N 1.226 -0.029 1.759
C 1.163 0.415 3.009
N 0.135 1.076 3.521
S 2.602 0.075 3.894
H 6.518 -0.900 1.404
H 5.610 0.588 1.669
H 5.122 -0.533 0.387
H 5.058 -1.192 3.391
H 4.542 -2.265 2.103
H -0.588 1.403 2.897
H 0.141 1.377 4.480
C 0.919 -3.078 -2.863
Sb 1.646 -1.965 -1.190
C 2.326 -3.610 -0.016
C 3.463 -1.375 -2.131
H 1.750 -3.661 -3.258
H 0.554 -2.409 -3.641
H 0.120 -3.761 -2.580
H 3.376 -3.797 -0.234
H 1.751 -4.497 -0.279
H 2.205 -3.398 1.042
H 4.136 -2.230 -2.161
H 3.950 -0.551 -1.621
H 3.230 -1.081 -3.155
```

Computed properties:
* highest occupied orbital energy: -12.74 eV
* total charge: +2
* frontier orbital gap: 7.98 eV

Record 10
Density functional theory data (ωB97M-V/def2-TZVPD) for C55H28BiBr2F8N10OP as an isolated structure.

```
106
C55H28BiBr2F8N10OP ωB97M-V/def2-TZVPD
Bi 0.145 0.172 -1.813
Br 5.717 -1.454 7.037
C 3.914 -0.914 6.951
C 3.551 0.339 7.432
C 2.240 0.756 7.322
C 1.306 -0.042 6.654
C 1.667 -1.329 6.238
C 2.965 -1.771 6.407
N 0.051 0.550 6.442
N -0.648 0.373 5.432
C -0.250 -0.280 4.246
C -0.978 -1.258 3.710
C -0.482 -1.870 2.417
C -0.301 -0.798 1.384
O -0.925 -0.684 0.340
C 0.879 -0.018 1.821
N 1.427 0.896 0.974
C 2.293 1.741 1.446
C 2.446 2.009 2.836
C 1.664 1.387 3.751
C 0.938 0.177 3.451
H 4.292 0.975 7.895
H 1.927 1.723 7.695
H 0.917 -2.000 5.839
H 3.253 -2.767 6.103
H -1.835 -1.694 4.201
H -1.124 -2.674 2.091
H 2.768 2.391 0.717
H 3.029 2.871 3.129
H 1.501 1.861 4.707
N 2.838 0.873 -3.586
C 1.885 0.477 -4.529
C 2.196 0.532 -5.887
C 1.296 0.037 -6.808
C 0.085 -0.488 -6.364
C -0.185 -0.447 -5.018
N 0.686 0.050 -4.118
C 3.302 0.085 -2.526
C 4.624 0.208 -2.093
C 5.066 -0.610 -1.072
C 4.201 -1.545 -0.506
C 2.910 -1.579 -0.974
N 2.464 -0.774 -1.952
H 3.565 1.453 -3.977
H 3.154 0.924 -6.202
H 1.543 0.037 -7.861
H -0.630 -0.915 -7.051
H -1.120 -0.819 -4.619
H 5.291 0.921 -2.561
H 6.085 -0.531 -0.719
H 4.528 -2.215 0.276
H 2.169 -2.258 -0.567
F -1.794 7.699 -1.521
C -1.900 6.393 -1.593
C -3.081 5.758 -1.239
F -4.116 6.462 -0.830
C -3.162 4.377 -1.310
F -4.308 3.805 -0.955
C -2.093 3.582 -1.722
P -2.311 1.749 -1.714
C -3.663 1.442 -2.883
C -3.269 1.247 -4.208
C -4.216 0.983 -5.183
C -5.558 0.907 -4.836
C -5.950 1.104 -3.519
C -5.009 1.370 -2.536
C -2.924 1.485 -0.027
C -2.470 2.276 1.028
C -2.915 2.031 2.317
C -3.808 0.994 2.561
C -4.231 0.183 1.518
C -3.781 0.416 0.228
C -0.927 4.249 -2.090
Br 0.604 3.341 -2.737
C -0.827 5.629 -2.027
F 0.301 6.231 -2.378
H -2.218 1.320 -4.470
H -3.908 0.831 -6.209
H -6.300 0.693 -5.593
H -6.997 1.048 -3.252
H -5.329 1.530 -1.517
H -1.785 3.097 0.847
H -2.577 2.656 3.134
H -4.177 0.829 3.564
H -4.923 -0.628 1.706
H -4.099 -0.230 -0.581
F 2.273 -4.587 -2.028
C 1.477 -4.633 -0.967
C 2.042 -4.474 0.287
F 3.358 -4.280 0.348
C 1.239 -4.261 1.416
C -0.108 -4.592 1.266
C -0.677 -4.705 0.008
F -1.999 -4.778 -0.091
C 0.099 -4.596 -1.142
C -0.454 -4.096 -2.435
C -0.717 -2.790 -2.371
N -0.927 -1.628 -2.196
C -0.474 -4.826 -3.649
N -0.490 -5.419 -4.635
F -0.895 -4.655 2.344
C 1.726 -3.248 2.390
C 0.998 -2.138 2.629
N 1.664 -0.864 2.749
C 3.104 -3.206 2.783
N 4.182 -3.167 3.180
```

Computed properties:
* highest occupied orbital energy: -12.64 eV
* total charge: +2
* relative energy (zero: lowest compared OMol25 entry of this formula, charge and spin): 11.2 kcal per mole
* frontier orbital gap: 6.63 eV

| no. | energy (Eh) | maximum force (eV Å⁻¹) |
| --- | --- | --- |
| 1 | -454.25499 | 3.62 |
| 2 | -2346.69167 | 0.56 |
| 3 | -358.75701 | 2.42 |
| 4 | -975.10228 | 9.19 |
| 5 | -973.98053 | 5.03 |
| 6 | -1245.90754 | 2.77 |
| 7 | -929.17653 | 0.59 |
| 8 | -843.35695 | 4.12 |
| 9 | -4676.98739 | 0.29 |
| 10 | -9237.69455 | 0.85 |